Record 1
Formula: BF4H20O10
Source: the Open Molecules 2025 dataset
Level of theory: ωB97M-V with the def2-TZVPD basis set

Values from the calculation:
Highest occupied orbital energy ... -0.1978 Eh
Gap between HOMO and LUMO ... 8.2 eV
LUMO level ... 2.79 eV
Relative energy (zero: lowest compared OMol25 entry of this formula, charge and spin) ... 69.5 kcal per mole

```
! RIJCOSX wB97M-V def2-TZVPD def2/J DEFGRID3
* xyz -1 1
B 0.7504 -0.8755 1.0584
F 1.0840 -1.0362 -0.2618
F 0.1365 -2.0039 1.4992
F 1.9285 -0.4815 1.7376
F -0.1056 0.0937 0.9079
O -2.4415 -1.7249 0.2494
H -3.2246 -1.9547 0.7267
H -1.7824 -2.3400 0.5135
O 1.9019 -0.4720 -3.0415
H 2.6854 -0.6767 -2.4997
H 1.7906 -1.3122 -3.5808
O 3.4532 1.0536 -0.0988
H 2.9475 0.6174 0.5645
H 4.0194 1.7342 0.3098
O -0.7126 -4.3761 -0.1898
H -0.2167 -3.6530 0.2282
H -0.3143 -4.6346 -0.9977
O 1.2342 2.2505 2.3315
H 1.4375 1.3097 2.3726
H 2.1004 2.5489 2.3601
O -3.2287 0.7844 -0.4799
H -4.1431 0.5695 -0.6904
H -2.8706 -0.0804 -0.1689
O 1.2908 1.9473 -1.6889
H 2.1607 1.7611 -1.2705
H 0.6013 2.0205 -0.9572
O -2.1396 0.9928 2.3194
H -1.2689 0.9613 1.9607
H -2.4902 0.2116 1.9048
O -0.7408 2.5172 -0.2495
H -1.3612 2.0532 0.2818
H -0.6897 3.3708 0.2497
O -0.5173 -0.0480 -1.9691
H -1.1623 -0.7211 -2.2770
H -0.1121 -0.4069 -1.1542
*
```

Atom charges from the Mulliken analysis, given in e for atoms 1 to 8: 0.27, -0.39, -0.41, -0.54, 0.46, -0.56, 0.24, 0.20

Record 2
Formula: BF4H20O10
Source: the Open Molecules 2025 dataset
Level of theory: ωB97M-V with the def2-TZVPD basis set

Values from the calculation:
Highest occupied orbital energy ... -0.2737 Eh
Gap between HOMO and LUMO ... 10.2 eV
LUMO level ... 2.73 eV
Relative energy (zero: lowest compared OMol25 entry of this formula, charge and spin) ... 31.6 kcal per mole

```
! RIJCOSX wB97M-V def2-TZVPD def2/J DEFGRID3
* xyz -1 1
B -4.2032 -14.1170 -20.1725
F -2.9806 -13.9772 -20.6787
F -5.1303 -13.4503 -20.9508
F -4.6072 -15.4558 -20.1683
F -4.2053 -13.4695 -18.9406
O -0.5684 -14.7657 -19.7286
H -1.4499 -14.5145 -20.0717
H -0.6348 -15.6507 -19.4586
O -5.0885 -14.8514 -16.3696
H -5.4282 -14.6829 -17.2693
H -4.1897 -14.6183 -16.5407
O -4.5104 -10.8194 -19.6025
H -4.7488 -11.6826 -19.8946
H -5.1969 -10.3362 -19.9791
O -5.9116 -10.2478 -22.0559
H -6.5558 -10.8336 -21.6191
H -5.4246 -10.9339 -22.4036
O -6.3448 -11.9464 -17.3533
H -5.4715 -11.5364 -17.2876
H -6.3897 -12.7396 -16.9031
O -3.2604 -11.7397 -17.0122
H -3.3257 -12.3478 -17.7993
H -2.8226 -12.2681 -16.3345
O -1.8092 -11.5834 -22.1284
H -2.2877 -12.3427 -21.9837
H -1.6917 -11.1583 -21.2509
O -2.5401 -14.4886 -16.7770
H -2.6204 -15.1042 -17.4825
H -1.6316 -14.6564 -16.4689
O -6.8558 -15.0429 -18.4862
H -6.4404 -15.9152 -18.5185
H -6.4853 -14.5613 -19.1959
O -3.6765 -16.8540 -18.2708
H -4.5199 -17.2102 -18.0291
H -3.9263 -16.3061 -19.0227
*
```

Atom charges from the Mulliken analysis, given in e for atoms 1 to 8: 0.19, -0.44, -0.36, -0.36, 0.14, -0.67, 0.49, 0.30

Record 3
Formula: BF4Sn
Source: the Open Molecules 2025 dataset
Level of theory: ωB97M-V with the def2-TZVPD basis set

Values from the calculation:
Highest occupied orbital energy ... -0.6238 Eh
Gap between HOMO and LUMO ... 8.4 eV
LUMO level ... -8.57 eV
Relative energy (zero: lowest compared OMol25 entry of this formula, charge and spin) ... 10.4 kcal per mole

```
! RIJCOSX wB97M-V def2-TZVPD def2/J DEFGRID3
* xyz 1 1
Sn -1.6426 -0.5845 -1.4988
B 0.3736 0.1192 0.2946
F -0.8502 -0.2276 0.7860
F 0.4247 1.4261 0.6586
F 1.3286 -0.7090 0.8082
F 0.3659 -0.0242 -1.0486
*
```

Charges computed using Mulliken, reported in e: 1.63, 0.62, -0.35, -0.32, -0.31, -0.27

Record 4
Formula: BH20O8
Source: the Open Molecules 2025 dataset
Level of theory: ωB97M-V with the def2-TZVPD basis set

Values from the calculation:
Highest occupied orbital energy ... -0.2486 Eh
Gap between HOMO and LUMO ... 9.7 eV
LUMO level ... 2.96 eV
Relative energy (zero: lowest compared OMol25 entry of this formula, charge and spin) ... 19.2 kcal per mole

```
! RIJCOSX wB97M-V def2-TZVPD def2/J DEFGRID3
* xyz -1 1
B 1.1961 0.1378 -0.2651
H 1.6797 1.2399 0.0170
H 1.8652 -0.7287 0.2417
H 0.0179 0.0835 0.0624
H 1.2212 -0.0078 -1.4698
O -2.6101 -1.3254 1.4583
H -2.0512 -1.6619 0.7629
H -1.9926 -1.2627 2.1822
O 0.1950 -2.9789 -2.7389
H -0.1952 -2.3129 -2.2091
H 1.0267 -2.5761 -2.8644
O 0.6638 -3.4873 0.2476
H 0.9546 -2.6050 0.2334
H 1.3647 -3.9730 -0.1443
O -2.2512 1.7483 1.0350
H -2.5095 0.9979 1.5191
H -1.7506 1.4291 0.2687
O 3.3180 0.3593 2.7031
H 2.6770 0.3665 2.0037
H 3.2464 -0.5974 2.8308
O -2.3947 -0.0538 -1.6597
H -1.5638 0.3212 -1.4071
H -2.3494 -0.9176 -1.3688
O -0.3565 2.5975 -1.5756
H 0.3832 2.0445 -1.5509
H -0.7047 2.4283 -2.4502
O 0.4285 3.4947 1.7219
H 0.4741 2.9162 0.9724
H 0.0173 4.3236 1.4440
*
```

Atom charges from the Mulliken analysis, given in e for atoms 1 to 8: 0.50, -0.25, -0.41, -0.26, -0.23, -0.63, 0.28, 0.33

Record 5
Formula: BH20O8
Source: the Open Molecules 2025 dataset
Level of theory: ωB97M-V with the def2-TZVPD basis set

Values from the calculation:
Highest occupied orbital energy ... -0.2485 Eh
Gap between HOMO and LUMO ... 9.8 eV
LUMO level ... 3.00 eV
Relative energy (zero: lowest compared OMol25 entry of this formula, charge and spin) ... 13.2 kcal per mole

```
! RIJCOSX wB97M-V def2-TZVPD def2/J DEFGRID3
* xyz -1 1
B -0.6573 0.0026 -0.9595
H -1.0552 1.0544 -1.4134
H -1.5103 -0.8490 -1.1100
H 0.2661 -0.3948 -1.5782
H -0.3535 0.0378 0.2147
O 2.7045 -2.4239 -2.3716
H 2.5723 -1.5738 -2.8038
H 1.9101 -2.6980 -1.9631
O -1.6735 -0.8862 2.7536
H -1.3887 -1.7786 2.7391
H -1.7261 -0.6597 1.8475
O -2.6844 1.8888 1.4487
H -2.0861 1.5568 0.7647
H -2.4889 2.8216 1.4981
O 1.4673 -1.3510 2.0219
H 0.7083 -1.3691 1.3937
H 2.2405 -1.3503 1.4436
O -0.3345 1.9053 3.0565
H -1.0680 1.6402 2.5541
H -0.7394 2.0879 3.9334
O 0.6712 2.0554 -3.6646
H 0.5948 1.5119 -4.4203
H 0.1362 1.6266 -3.0495
O 0.4097 -3.2530 -1.0884
H 0.1941 -3.3984 -0.1854
H -0.0418 -2.4472 -1.3417
O 1.3209 2.5068 0.0788
H 1.8644 1.8642 0.6088
H 0.7472 1.8726 -0.4078
*
```

Atom charges from the Mulliken analysis, given in e for atoms 1 to 8: 0.79, -0.26, -0.22, -0.33, -0.59, -0.67, 0.30, 0.43

Record 6
Formula: BH3O
Source: the Open Molecules 2025 dataset
Level of theory: ωB97M-V with the def2-TZVPD basis set

Values from the calculation:
Highest occupied orbital energy ... -0.3319 Eh
Gap between HOMO and LUMO ... 9.5 eV
LUMO level ... 0.46 eV
Relative energy (zero: lowest compared OMol25 entry of this formula, charge and spin) ... 64.4 kcal per mole

```
! RIJCOSX wB97M-V def2-TZVPD def2/J DEFGRID3
* xyz 0 1
B 0.4234 0.0805 0.0748
O -0.8873 0.2475 -0.0611
H 1.0566 0.0978 1.0824
H 0.7110 -0.4473 -1.8625
H -1.3036 0.0216 0.7663
*
```

Charges computed using Mulliken, reported in e: 0.08, -0.28, -0.02, -0.10, 0.32